Model i:
The following is a quantum chemistry calculation of one molecule with the formula C22H28N4O5S, from the Open Molecules 2025 dataset.

Each line ends with the Löwdin charge.
CARTESIAN COORDINATES (ANGSTROEM)
O1 -5.3703 -2.0877 -0.3501  0.064
C1 -5.0306 -1.3066 0.5201  -0.431
C2 -5.7253 -1.2379 1.8489  -0.212
C3 -7.0239 -0.4782 1.9292  -0.102
C4 -7.0262 -1.9704 1.9867  -0.102
N1 -3.9756 -0.4679 0.3524  -0.047
C5 -3.6612 0.6833 1.1635  -0.141
C6 -4.0575 1.9670 0.4275  -0.103
C7 -3.3782 2.0509 -0.9472  -0.225
C8 -1.9175 2.2838 -0.8174  -0.299
N2 -1.0340 1.5994 -0.1575  0.209
C9 0.1377 2.2609 -0.4131  -0.285
C10 1.4159 1.8417 0.1269  -0.150
C11 1.4735 0.7417 0.9805  -0.007
C12 2.6929 0.3307 1.4853  -0.057
C13 3.8366 1.0158 1.1294  -0.274
S1 5.4162 0.4751 1.7845  0.646
O2 6.0736 1.6239 2.3321  -0.283
O3 5.1969 -0.6745 2.6118  -0.286
N3 6.3669 -0.0215 0.5156  -0.116
C14 6.1137 -1.2962 -0.1008  -0.184
C15 5.2911 -1.2089 -1.3967  -0.311
C16 5.0105 -2.6062 -1.9888  -0.120
C17 3.4978 -2.6014 -2.2192  -0.142
C18 3.0338 -1.5895 -1.1734  -0.197
O4 4.0334 -0.5905 -1.1670  -0.117
C19 3.7922 2.1231 0.3038  -0.047
C20 2.5779 2.5391 -0.2049  0.004
N4 -0.0375 3.2963 -1.1940  0.141
O5 -1.3677 3.3210 -1.4614  0.059
C21 -3.6479 0.7577 -1.7353  -0.101
C22 -3.2666 -0.4699 -0.9102  -0.135
H1 -5.0682 -1.2105 2.7086  0.137
H2 -7.3845 -0.0062 1.0274  0.106
H3 -7.2318 0.0818 2.8292  0.099
H4 -7.3677 -2.5086 1.1161  0.102
H5 -7.2429 -2.4553 2.9258  0.102
H6 -4.1842 0.6371 2.1163  0.116
H7 -2.5815 0.6928 1.3442  0.112
H8 -3.7903 2.8338 1.0336  0.124
H9 -5.1384 1.9736 0.2750  0.122
H10 -3.7789 2.9051 -1.5033  0.152
H11 0.5615 0.2234 1.2337  0.113
H12 2.7810 -0.5124 2.1522  0.116
H13 6.6248 0.7259 -0.1070  0.114
H14 5.5834 -1.8805 0.6538  0.119
H15 7.0700 -1.7845 -0.3210  0.132
H16 5.8256 -0.5639 -2.1067  0.150
H17 5.5700 -2.7771 -2.9054  0.113
H18 5.2846 -3.3744 -1.2657  0.115
H19 3.0444 -3.5798 -2.0843  0.113
H20 3.2641 -2.2330 -3.2181  0.115
H21 2.0877 -1.1032 -1.4125  0.124
H22 2.9563 -2.0602 -0.1834  0.126
H23 4.7054 2.6501 0.0770  0.119
H24 2.5041 3.3941 -0.8581  0.116
H25 -3.0913 0.7632 -2.6733  0.125
H26 -4.7130 0.7124 -1.9687  0.127
H27 -3.5386 -1.3830 -1.4421  0.123
H28 -2.1922 -0.4645 -0.7043  0.116

Its HOMO energy is -9.19 eV. As for the SMILES: O=C(C1CC1)N1CCC(c2nc(-c3ccc(S(=O)(=O)NC[C@H]4CCCO4)cc3)no2)CC1. The calculation puts the HOMO-LUMO gap at 9.28 eV. The spin multiplicity is 1. As for the charge: 0.

=====

Model ii:
The following is a quantum chemistry calculation of one molecule with the formula C22H28N4O5S, from the Open Molecules 2025 dataset.

Each line ends with the Löwdin charge.
CARTESIAN COORDINATES (ANGSTROEM)
C1 2.1643 4.6205 1.5506  -0.060
C2 2.3491 3.4950 2.5639  -0.236
O1 1.7865 2.2757 2.1248  -0.036
C3 0.4368 2.1037 2.1421  -0.210
C4 -0.4919 2.9641 2.7137  -0.017
C5 -1.8421 2.6527 2.6795  -0.077
C6 -2.2861 1.4923 2.0759  -0.070
C7 -1.3724 0.6253 1.4973  0.017
C8 -0.0238 0.9271 1.5235  -0.156
N1 0.9335 0.0319 0.9716  0.015
C9 1.3368 -1.0717 1.8213  -0.018
C10 0.3400 -2.2359 1.7810  -0.469
O2 -0.1643 -2.6882 2.7910  0.054
N2 0.1342 -2.7302 0.5497  0.100
C11 -0.8313 -3.7685 0.2983  -0.106
C12 -2.1219 -3.2002 -0.3274  -0.320
C13 -3.2408 -4.2483 -0.3263  -0.121
C14 -3.8609 -4.0722 1.0672  -0.140
C15 -3.3682 -2.6820 1.5176  -0.183
O3 -2.6436 -2.1300 0.4305  -0.132
C16 1.5455 0.2201 -0.2135  -0.449
O4 2.4248 -0.5228 -0.6216  0.064
C17 1.0037 1.3357 -1.0894  -0.062
C18 -0.0106 0.7127 -2.0657  -0.067
C19 0.5395 -0.5779 -2.6135  -0.449
O5 0.1592 -1.6726 -2.2567  0.073
N3 1.5294 -0.5078 -3.5643  0.122
C20 2.0956 0.5662 -4.1827  -0.603
N4 1.7660 1.8039 -4.0599  0.039
C21 2.5248 2.6071 -4.8454  -0.237
C22 3.4612 1.9816 -5.5974  -0.409
S1 3.4135 0.2788 -5.3225  1.039
H1 1.1099 4.8417 1.4021  0.068
H2 2.5928 4.3275 0.5952  0.078
H3 2.6663 5.5170 1.9033  0.077
H4 1.9472 3.7789 3.5441  0.117
H5 3.4128 3.2710 2.6807  0.126
H6 -0.1768 3.8739 3.2000  0.106
H7 -2.5474 3.3321 3.1347  0.105
H8 -3.3379 1.2556 2.0533  0.103
H9 -1.7052 -0.2887 1.0295  0.101
H10 2.3077 -1.4252 1.4608  0.135
H11 1.4275 -0.7272 2.8540  0.142
H12 0.5035 -2.2586 -0.2650  0.107
H13 -1.0520 -4.2360 1.2602  0.126
H14 -0.4022 -4.5069 -0.3834  0.133
H15 -1.8885 -2.7980 -1.3169  0.136
H16 -3.9676 -4.0102 -1.1027  0.113
H17 -2.8610 -5.2530 -0.4956  0.112
H18 -3.5115 -4.8415 1.7538  0.107
H19 -4.9476 -4.1172 1.0297  0.104
H20 -4.1854 -1.9921 1.7395  0.119
H21 -2.7179 -2.7544 2.3978  0.111
H22 1.8335 1.7587 -1.6555  0.110
H23 0.5212 2.1195 -0.5104  0.115
H24 -0.9360 0.4786 -1.5360  0.126
H25 -0.2051 1.4114 -2.8787  0.111
H26 1.9255 -1.4110 -3.8010  0.151
H27 2.3406 3.6655 -4.8238  0.105
H28 4.1670 2.4023 -6.2828  0.056

Its HOMO energy is -8.64 eV. As for the SMILES: CCOc1ccccc1N(CC(=O)NC[C@H]1CCCO1)C(=O)CCC(=O)Nc1nccs1. The calculation puts the HOMO-LUMO gap at 9.25 eV. The spin multiplicity is 1. As for the charge: 0.

=====

Tell me which of them is the least stable. Sure, it is model i.

=====

Model i:
The following is a quantum chemistry calculation of one molecule with the formula C7H11NO4, from the Open Molecules 2025 dataset.

Each line ends with the Löwdin charge.
CARTESIAN COORDINATES (ANGSTROEM)
C1 0.4214 0.9266 0.7992  -0.402
C2 -0.8850 1.3481 0.1592  -0.068
C3 -1.4574 0.0023 -0.3229  -0.093
C4 1.5121 0.4682 -0.0643  -0.239
C5 -0.4438 -1.0656 0.0338  -0.235
C6 1.6938 0.7822 -1.4811  0.030
C7 -0.4776 -1.7385 1.3567  -0.005
N1 0.1587 -1.7599 -0.9976  -0.384
O1 0.5874 0.8422 2.0145  0.050
O2 0.0329 -1.3064 -2.1528  -0.026
O3 0.8365 -2.7560 -0.7506  0.042
O4 2.5010 -0.1211 0.5762  0.138
H1 -1.5138 1.8168 0.9137  0.124
H2 -0.7282 2.0469 -0.6593  0.114
H3 -2.4035 -0.2212 0.1733  0.121
H4 -1.6216 0.0013 -1.4002  0.117
H5 1.0779 0.1040 -2.1134  0.087
H6 2.7332 0.6185 -1.7560  0.108
H7 1.3789 1.7962 -1.7165  0.103
H8 0.3550 -2.4357 1.4365  0.089
H9 -1.4045 -2.3037 1.4735  0.103
H10 -0.4309 -1.0082 2.1673  0.085
H11 2.2664 -0.1384 1.5323  0.141

Its HOMO energy (spin up / spin down) is -8.58 / -8.58 eV. The calculation puts the HOMO-LUMO gap (spin up / spin down) at 7.52 / 7.53 eV. The spin multiplicity is 1. As for the charge: 0.

=====

Model ii:
The following is a quantum chemistry calculation of one molecule with the formula C7H11NO4, from the Open Molecules 2025 dataset.

Each line ends with the Löwdin charge.
CARTESIAN COORDINATES (ANGSTROEM)
O1 2.7343 0.8373 -1.7042  0.130
C1 1.6390 0.9578 -1.2233  -0.468
O2 0.9493 2.1124 -1.4264  0.119
C2 0.9773 -0.1023 -0.3055  -0.150
C3 0.7351 0.5161 1.1065  -0.146
C4 0.1692 -0.4057 2.1716  -0.188
C5 -0.5799 -1.5740 1.4425  -0.200
N1 -1.2562 -1.1085 0.2489  -0.010
C6 -0.3207 -0.7304 -0.8245  -0.242
C7 -1.0413 0.1124 -1.8000  -0.454
O3 -0.6822 0.0474 -3.0301  0.068
O4 -1.8186 1.1098 -1.4521  0.115
H1 0.0370 1.9272 -1.2590  0.051
H2 1.7109 -0.9600 -0.3415  0.172
H3 1.7056 0.8735 1.5129  0.125
H4 0.0131 1.4787 1.0815  0.165
H5 0.9333 -0.6477 2.9598  0.122
H6 -0.5060 0.1600 2.7580  0.081
H7 0.1765 -2.3266 1.2524  0.115
H8 -1.3918 -1.9788 2.0924  0.122
H9 -1.9026 -0.2755 0.3813  0.143
H10 0.0183 -1.5378 -1.4172  0.148
H11 -2.2996 1.5144 -2.2239  0.181

Its HOMO energy is -9.45 eV. As for the SMILES: O=C(O)[C@H]1CCCN[C@H]1C(=O)O. The calculation puts the HOMO-LUMO gap at 9.73 eV. The spin multiplicity is 1. As for the charge: 0.

=====

Tell me which of them is the least stable. Sure, it is model i.

=====

Model i:
The following is a quantum chemistry calculation of a 2-piece molecular cluster, C4H14N2 overall, from the Open Molecules 2025 dataset.

Each line ends with the Löwdin charge.
CARTESIAN COORDINATES (ANGSTROEM)
C1 -2.2129 -0.1649 1.6661  -0.119
C2 -1.4455 -1.4478 1.8912  -0.340
N1 -2.2852 -2.6667 1.8797  -0.030
H1 -2.9793 -0.2318 0.8892  0.070
H2 -1.5756 0.6813 1.3977  0.065
H3 -2.7828 0.0934 2.5238  0.051
H4 -0.9058 -1.4625 2.8363  0.095
H5 -0.6907 -1.6184 1.1156  0.101
H6 -3.1442 -2.5001 2.3864  0.054
H7 -2.4889 -2.9173 0.9223  0.054
C3 0.9674 1.3419 -2.0574  -0.124
C4 2.2063 1.3186 -1.1961  -0.376
N2 3.2845 0.6639 -1.9314  -0.020
H8 0.7530 0.3400 -2.4378  0.071
H9 1.2327 1.8900 -2.9682  0.067
H10 0.0586 1.7704 -1.6529  0.064
H11 2.0474 0.6791 -0.3267  0.097
H12 2.3658 2.3194 -0.7806  0.099
H13 3.4688 1.1797 -2.7866  0.061
H14 4.1261 0.7318 -1.3707  0.062

Its HOMO energy is -9.22 eV. As for the SMILES: CCN.CCN. The calculation puts the HOMO-LUMO gap at 10.19 eV. The spin multiplicity is 1. As for the charge: 0.

=====

Model ii:
The following is a quantum chemistry calculation of a 2-piece molecular cluster, C4H14N2 overall, from the Open Molecules 2025 dataset.

Each line ends with the Löwdin charge.
CARTESIAN COORDINATES (ANGSTROEM)
C1 2.1355 1.1155 -0.1566  -0.127
C2 1.3755 2.4275 -0.2778  -0.346
C3 2.1602 3.6953 -0.3112  -0.144
H1 2.6746 0.6795 -1.0520  0.087
H2 1.4707 0.3164 0.0936  0.039
H3 2.8146 1.2096 0.7391  0.088
H4 0.8545 2.5068 0.6414  0.084
H5 0.6667 2.4158 -1.0962  0.100
H6 1.5192 4.5373 -0.4938  0.062
H7 2.7034 3.9398 0.6619  0.093
H8 3.0433 3.6185 -0.9314  0.064
N1 -2.6940 -2.5005 1.2092  -0.048
C4 -1.9571 -2.9694 0.0489  -0.477
N2 -2.7984 -3.6819 -0.8449  -0.013
H9 -2.0530 -1.9297 1.8235  0.093
H10 -2.9335 -3.3228 1.6941  0.036
H11 -1.4349 -2.0229 -0.4345  0.118
H12 -0.8689 -3.3202 0.4833  0.127
H13 -3.6609 -3.7627 -0.2492  0.084
H14 -3.0174 -2.9522 -1.5474  0.081

Its HOMO energy is -9.15 eV. As for the SMILES: CCC.NCN. The calculation puts the HOMO-LUMO gap at 9.93 eV. The spin multiplicity is 1. As for the charge: 0.

=====

Model iii:
The following is a quantum chemistry calculation of a 2-piece molecular cluster, C4H14N2 overall, from the Open Molecules 2025 dataset.

Each line ends with the Löwdin charge.
CARTESIAN COORDINATES (ANGSTROEM)
C1 1.6885 -0.9369 -0.0907  -0.197
N1 1.4870 0.3023 0.5132  -0.197
C2 2.2052 1.4798 0.1215  -0.162
H1 2.6676 -1.3703 0.0897  0.070
H2 1.6136 -1.0386 -1.2435  0.093
H3 0.9988 -1.6432 0.3029  0.059
H4 0.5289 0.5836 0.6335  0.045
H5 3.2164 1.6308 0.5632  0.067
H6 2.3615 1.4380 -1.0494  0.100
H7 1.6943 2.4208 0.3841  0.070
C3 -2.2222 -1.0330 0.7999  -0.152
N2 -1.5024 0.1811 0.4180  -0.207
C4 -1.3156 0.2795 -0.9670  -0.185
H8 -1.8850 -1.9015 0.2212  0.074
H9 -3.3668 -1.1009 0.6796  0.082
H10 -2.3077 -1.2226 1.9216  0.088
H11 -1.9218 1.0030 0.8166  0.108
H12 -0.8857 1.2696 -1.2177  0.094
H13 -0.6916 -0.4428 -1.3892  0.034
H14 -2.3633 0.1014 -1.5074  0.117

Its HOMO energy is -8.06 eV. As for the SMILES: CNC.CNC. The calculation puts the HOMO-LUMO gap at 9.07 eV. The spin multiplicity is 1. As for the charge: 0.

=====

Tell me which of them is the least stable. Sure, it is model iii.